{
  "formula": "C35H39AsN3O2Pt",
  "method": "ωB97M-V/def2-TZVPD",
  "species": ["Pt", "O", "C", "C", "C", "C", "C", "C", "N", "H", "H", "H", "H", "H", "H", "H", "O", "N", "C", "C", "C", "C", "C", "H", "H", "H", "H", "H", "C", "C", "C", "C", "C", "C", "As", "N", "C", "C", "C", "C", "C", "C", "C", "C", "C", "C", "C", "C", "C", "C", "C", "C", "C", "C", "H", "H", "H", "H", "H", "H", "H", "H", "H", "H", "H", "H", "H", "H", "H", "H", "H", "H", "H", "H", "H", "H", "H", "H", "H", "H", "H"],
  "xyz": [[1.828064, -0.387504, -0.275834], [2.031981, 0.027826, 2.550543], [3.195813, 0.806817, 2.427736], [3.036249, 1.817022, 1.325853], [3.452312, 3.121984, 1.533853], [3.353334, 4.061852, 0.522517], [2.817269, 3.671957, -0.693412], [2.413191, 2.364593, -0.846327], [2.536398, 1.459447, 0.133465], [2.279481, -0.860405, 2.825825], [4.063375, 0.189770, 2.213627], [3.396503, 1.355820, 3.348061], [3.839431, 3.395210, 2.506165], [3.672125, 5.082992, 0.687439], [2.699350, 4.364338, -1.515821], [1.964342, 2.011231, -1.772141], [3.604989, -1.342404, 0.250757], [4.750504, -1.063718, -0.377458], [5.878155, -1.204653, 0.332999], [7.102563, -0.989816, -0.257017], [7.165569, -0.627815, -1.592543], [5.984443, -0.501594, -2.303888], [4.781816, -0.732434, -1.675485], [5.738266, -1.514146, 1.357434], [7.997723, -1.115101, 0.336195], [8.118994, -0.457590, -2.073611], [5.985040, -0.236676, -3.352149], [3.819191, -0.675422, -2.160624], [-5.469000, 3.648174, 2.150419], [-4.382588, 2.682082, 1.778709], [-3.075523, 2.864013, 2.216910], [-2.072395, 1.958763, 1.903610], [-0.665142, 2.211883, 2.381987], [-2.396803, 0.846128, 1.116914], [-0.892487, -0.367309, 0.894804], [-0.011116, 0.270197, -0.622138], [-0.436308, 0.701296, -1.869001], [-1.714423, 1.229239, -2.117235], [-2.074239, 1.644969, -3.387683], [-1.187306, 1.558665, -4.450581], [0.080541, 1.047257, -4.227507], [0.454909, 0.628649, -2.961453], [-1.483115, -2.127581, 0.414452], [-0.844863, -2.909411, -0.575734], [0.369661, -2.498945, -1.363131], [-1.320661, -4.187950, -0.817255], [-2.366352, -4.736660, -0.074110], [-2.889791, -6.106927, -0.364473], [-2.870883, -3.999948, 0.999855], [-2.431081, -2.724147, 1.281097], [-2.906327, -2.031571, 2.531593], [-3.694478, 0.653251, 0.610167], [-4.098887, -0.437585, -0.350234], [-4.659801, 1.585190, 0.967264], [-5.080066, 4.481302, 2.732662], [-6.238561, 3.148657, 2.741919], [-5.954168, 4.047933, 1.258557], [-2.833905, 3.728649, 2.824241], [-0.620464, 3.131415, 2.961401], [0.020426, 2.321503, 1.529199], [-0.286509, 1.401837, 3.008777], [-2.397768, 1.352645, -1.298235], [-3.063559, 2.056035, -3.547924], [-1.478135, 1.890086, -5.438528], [0.779479, 0.964279, -5.051207], [1.436625, 0.194927, -2.798176], [1.150684, -2.084212, -0.650725], [0.184334, -1.804170, -2.170301], [0.892345, -3.371679, -1.756282], [-0.854269, -4.785651, -1.592132], [-2.371872, -6.565973, -1.204847], [-3.955430, -6.062867, -0.599766], [-2.777944, -6.755094, 0.507314], [-3.614766, -4.452184, 1.646902], [-3.526340, -2.701510, 3.121754], [-3.486791, -1.129224, 2.327559], [-2.058689, -1.740706, 3.157983], [-3.252272, -0.901948, -0.839194], [-4.743051, -0.019460, -1.124283], [-4.672052, -1.222761, 0.149759], [-5.665301, 1.454906, 0.580133]],
  "forces_ev_per_a": [[0.02, -0.56, -0.39], [-0.16, -0.18, 0.10], [-0.03, 0.21, 0.07], [0.21, 0.20, 0.08], [0.00, 0.05, 0.06], [-0.02, 0.00, 0.01], [0.02, 0.08, -0.06], [-0.13, 0.13, -0.41], [-0.25, -0.35, 0.05], [-0.03, -0.03, 0.06], [0.17, -0.15, -0.07], [0.00, 0.00, 0.08], [0.00, 0.00, -0.01], [0.00, -0.03, 0.00], [0.00, -0.03, 0.03], [0.12, 0.19, 0.23], [-0.22, 0.15, 0.06], [0.07, -0.09, -0.06], [0.13, -0.05, 0.12], [0.11, -0.01, 0.07], [0.07, 0.01, -0.02], [0.00, 0.03, -0.14], [-0.06, 0.07, -0.11], [0.00, 0.01, 0.00], [-0.03, 0.00, -0.01], [-0.02, 0.00, 0.01], [-0.02, -0.01, 0.03], [-0.02, 0.01, -0.02], [-0.02, 0.00, 0.00], [0.04, 0.00, 0.02], [-0.04, 0.04, 0.00], [-0.08, 0.02, 0.01], [0.10, 0.07, -0.11], [0.12, -0.24, 0.15], [-0.44, 1.24, -1.91], [0.01, -0.86, 1.40], [-0.21, 0.60, -0.55], [0.33, 0.03, 0.08], [-0.06, 0.01, 0.02], [-0.05, 0.05, -0.06], [0.07, -0.03, 0.00], [-0.16, -0.11, 0.15], [0.44, -0.77, 0.21], [-0.08, 0.10, 0.32], [0.25, 0.11, 0.09], [-0.21, 0.01, 0.02], [0.04, 0.14, 0.09], [-0.01, -0.10, -0.01], [-0.11, -0.21, -0.26], [0.36, 0.34, 0.10], [-0.10, 0.03, 0.01], [0.02, 0.09, 0.02], [-0.11, 0.01, 0.11], [0.00, 0.01, -0.05], [-0.01, -0.01, -0.01], [0.02, 0.01, -0.01], [0.01, -0.01, 0.02], [-0.01, -0.01, -0.01], [-0.01, 0.01, 0.03], [-0.10, 0.00, 0.15], [0.01, 0.01, 0.01], [-0.14, 0.02, 0.06], [0.02, -0.02, 0.03], [0.00, -0.02, 0.03], [0.01, -0.01, 0.06], [0.01, -0.01, -0.09], [0.16, -0.23, 0.22], [-0.11, 0.14, -0.09], [-0.07, 0.05, 0.01], [-0.03, 0.00, 0.01], [-0.02, 0.00, 0.03], [0.04, -0.01, 0.01], [-0.01, 0.02, -0.03], [0.01, 0.02, -0.03], [0.00, -0.03, 0.01], [0.03, -0.16, 0.03], [0.01, 0.02, 0.02], [0.08, -0.06, -0.10], [0.00, 0.00, 0.03], [0.05, 0.02, 0.02], [0.01, 0.02, 0.00]],
  "total_charge": 2,
  "relative_energy_ev": 0.596,
  "lumo_energy_ev": [-5.87, -8.12],
  "gap_ha": [0.2586, 0.1581],
  "e_homo_ev": [-12.903, -12.425],
  "multiplicity": 2
}